1.
A gas-phase ion, C2H6N3O (charge +1) at a distorted geometry. Source: the Open Molecules 2025 dataset; level of theory: the ωB97M-V functional and the def2-TZVPD basis.

The geometry in ORCA input format:
```
! wB97M-V def2-TZVPD RIJCOSX def2/J DEFGRID3
* xyz 1 1
H 1.46217 1.37949 -1.82037
H 0.02611 0.60366 -1.81510
N -0.56721 0.56044 0.65313
H -1.24926 1.26455 0.70080
H 1.63287 0.94430 0.83709
H -2.09160 -0.70666 1.18708
C -1.10849 -0.62149 0.78530
N -0.27135 -1.55922 0.41616
H -0.17599 -2.61134 0.34199
N 0.66806 1.13796 -1.23106
O 0.93675 -0.89710 -0.05804
C 0.73793 0.50541 0.00303
*
```

Its energy relative to the best compared isomer or geometry (same formula, charge and spin) is 80.4 kcal/mol. Its gap between HOMO and LUMO is 10.839 eV. The structure (SMILES) is N[C@H]1NC=[NH+]O1. Its HOMO energy is -0.5430 Eh.

2.
A molecular structure, C33H24BrClNO5PRe at a distorted geometry. Source: the Open Molecules 2025 dataset; level of theory: the ωB97M-V functional and the def2-TZVPD basis.

The geometry in ORCA input format:
```
! wB97M-V def2-TZVPD RIJCOSX def2/J DEFGRID3
* xyz 2 2
H -2.37958 4.26947 -3.25033
C 2.35268 0.47591 2.05572
O 0.65065 2.49741 -1.31002
C -2.09814 -4.76566 -2.42505
H -2.20428 4.99987 3.33959
C -0.21457 3.37390 -1.98541
H 2.54384 -0.14038 -2.89862
C 3.43935 0.51134 -0.26304
C -1.31611 0.74274 -4.45582
Re 0.42823 0.70445 -0.84089
C 0.18808 -4.07374 -2.22701
C -2.46574 1.33862 -4.95133
H -0.41174 -6.05762 -2.77639
C 0.01608 -3.47140 1.91577
H 1.48718 2.86278 3.07219
C -0.74147 -5.06413 -2.50257
C -1.54816 -2.38226 3.39984
H -3.73483 3.06299 -4.95889
C -1.65306 4.12278 3.02502
H 1.71906 0.33678 4.09433
H -2.12198 1.18294 1.41053
H -3.37483 3.16677 2.16003
C 3.45999 0.51747 1.18215
C -2.04807 -1.15680 -1.45388
C 2.56641 0.39558 3.41906
C -0.96898 2.68061 -3.04806
Cl -3.41306 0.49442 -6.10713
P 0.63167 0.48604 1.52312
H 4.00849 0.35097 5.01292
C -2.09477 3.28266 -3.59116
C 0.50435 -2.23842 1.52760
C 4.95238 0.46449 3.09354
C 3.86173 0.39770 3.94160
H 0.43645 -4.37789 1.49779
H -1.39042 -4.50555 3.16404
H -2.82579 -5.53601 -2.64542
C 0.42455 2.92089 2.87405
H 0.21463 4.84305 3.79404
C -0.22043 -2.80406 -1.87879
Br 2.03838 -4.43909 -2.30079
C -0.23646 1.88824 2.21309
C -0.57518 1.42689 -3.51109
C -2.31324 3.09466 2.35852
H 4.40681 0.55395 -0.75409
O 2.89011 0.62601 -2.41406
C 4.74969 0.51647 1.72334
H -2.33677 -2.44536 4.13773
C -1.60889 1.97892 1.94116
O -1.06001 -0.35764 -0.82087
H -1.00976 -0.22574 -4.83152
C -0.04735 -1.07288 2.07054
C -1.07438 -1.13732 3.00718
C -2.52511 -3.49351 -2.07694
H -3.57713 -3.24813 -2.01804
O -3.12172 -0.70131 -1.61580
C -1.57914 -2.51331 -1.79996
O -0.28848 4.50527 -1.66772
C -0.29263 4.03642 3.28164
H 0.53027 -2.05129 -1.67510
H -1.49434 -0.23750 3.43702
C -2.84724 2.60950 -4.53870
H 1.32915 -2.18228 0.82048
H 5.60422 0.55296 1.05693
C -1.01223 -3.54018 2.85229
N 2.43803 0.49272 -1.08843
H 0.39591 0.98839 -3.21249
H 5.95771 0.46638 3.49255
*
```

Its gap between HOMO and LUMO (spin up / spin down) is 5.968 / 6.165 eV. Its HOMO energy (spin up / spin down) is -0.5265 / -0.5265 Eh. Its expectation value of S² is 0.758.

3.
2 unconnected molecules or ions with the total composition C2H3NO2S at a distorted geometry. Source: the Open Molecules 2025 dataset; level of theory: the ωB97M-V functional and the def2-TZVPD basis.

The geometry in ORCA input format:
```
! wB97M-V def2-TZVPD RIJCOSX def2/J DEFGRID3
* xyz 0 1
O -0.83654 0.25958 2.51639
H 0.98002 0.04865 1.66817
C -0.02248 0.50081 1.68271
H -0.91169 -1.37359 -2.00990
H -0.20534 1.19981 0.84607
O -0.18633 -0.75694 -1.82401
N -0.71323 0.48538 -2.02147
C -0.27932 1.60713 -1.97682
S -0.11762 3.15024 -1.99412
*
```

Its energy relative to the best compared isomer or geometry (same formula, charge and spin) is 95.9 kcal/mol. Its gap between HOMO and LUMO is 8.954 eV. The structure (SMILES) is ON=C=S.C=O. Its HOMO energy is -0.3435 Eh.

4.
2 unconnected molecules or ions with the total composition C3H5NO at a distorted geometry. Source: the Open Molecules 2025 dataset; level of theory: the ωB97M-V functional and the def2-TZVPD basis.

The geometry in ORCA input format:
```
! wB97M-V def2-TZVPD RIJCOSX def2/J DEFGRID3
* xyz 0 3
C 2.34313 -0.27476 -0.13676
C -1.08874 0.56227 -0.33540
N -2.44174 0.63388 0.18198
H 1.70844 0.27475 -0.93900
H 2.02963 -0.16522 0.93803
C -1.55840 -0.58637 -0.04809
H -1.63546 -1.59075 0.08212
H -2.37395 0.68130 1.21963
H -0.37527 1.24829 -0.59061
O 3.39235 -0.78339 -0.37192
*
```

Its energy relative to the best compared isomer or geometry (same formula, charge and spin) is 98.8 kcal/mol. Its gap between HOMO and LUMO (spin up / spin down) is 7.694 / 5.979 eV. Its HOMO energy (spin up / spin down) is -0.2488 / -0.3144 Eh. Its expectation value of S² is 2.006.

Results for E_tot: -318.974270; -5156.140079; -681.306540; -246.990375 (in Ha, following the order of the records).